Entry from the OMol25 dataset: C60H34ClI4MgN6O as an isolated structure in a non-equilibrium geometry (ωB97M-V with the def2-TZVPD basis set).

## Properties
- net charge = -1

Atoms and positions in Å:
H1 2.285 -4.010 -2.937
C1 1.934 -2.677 0.036
C2 -0.109 -4.172 -5.927
C3 0.305 1.138 4.022
C4 5.271 -1.994 3.231
C5 -0.331 -0.633 -2.915
C6 -4.704 4.587 -1.995
C7 3.390 -0.277 -2.026
C8 -1.073 -1.771 2.847
C9 0.510 -3.482 -6.953
C10 2.337 1.756 -2.041
C11 1.080 -2.245 -6.749
C12 1.991 4.349 -2.958
C13 -1.771 1.000 -3.460
I1 -4.263 7.366 -3.176
C14 0.509 1.277 2.619
C15 2.676 3.473 -3.759
H2 1.598 -1.783 -7.548
H3 -0.992 3.537 -2.238
H4 -2.601 0.679 5.123
C16 2.655 -3.586 -0.846
H5 3.392 -4.309 -0.514
H6 -5.723 4.917 -2.024
C17 3.762 1.192 -3.871
H7 -0.578 -4.194 -3.777
H8 -0.907 -0.158 -5.049
N1 2.474 0.535 -1.518
H9 -2.418 1.754 -3.899
C18 -3.513 1.899 1.113
C19 -4.810 -2.604 5.154
C20 1.375 3.958 -1.772
I2 7.799 -3.494 4.009
Mg1 0.077 -0.247 0.248
C21 -3.498 1.158 2.236
C22 -2.418 0.160 2.115
C23 5.272 -4.395 2.652
C24 -2.949 2.980 -1.563
H10 3.498 -0.945 2.684
H11 -4.086 1.354 3.177
C25 5.911 -3.266 3.154
C26 -0.468 -2.374 4.031
H12 1.425 -3.305 4.287
C27 0.850 -2.461 2.272
C28 0.463 -1.793 -3.050
C29 4.000 -1.910 2.648
C30 -3.870 -2.343 4.200
H13 5.774 -5.361 2.658
H14 4.775 -0.671 -3.673
C31 3.940 -4.238 2.178
C32 -0.984 0.041 -3.994
C33 -3.270 -0.210 5.188
H15 1.469 -0.755 -5.239
C34 1.976 -2.710 1.463
I3 0.550 -4.401 -8.746
H16 5.739 -1.219 3.799
H17 1.909 5.384 -3.249
C35 -2.060 3.866 -2.093
H18 3.066 3.828 -4.735
H19 4.167 1.397 -4.825
I4 -6.338 -2.052 7.648
C36 -2.320 1.703 -1.101
H20 -5.467 -3.486 5.194
C37 2.088 -3.471 -2.080
H21 -1.024 4.332 2.355
Cl1 -1.871 4.377 5.084
C38 -2.418 5.101 -2.597
H22 -1.033 -2.613 4.980
C39 -4.193 -0.470 6.174
H23 -5.133 2.631 -1.297
H24 -0.574 1.828 5.770
C40 1.100 -2.442 -1.987
C41 -4.916 -1.656 6.191
N2 -1.830 0.337 0.892
C42 0.032 2.568 2.081
H25 -0.570 -5.127 -6.066
C43 3.266 -3.026 2.152
N3 -0.689 -0.035 -1.730
C44 -0.430 2.040 4.726
C45 -3.110 -1.137 4.116
H26 -4.066 2.841 0.871
C46 -4.340 3.311 -1.541
C47 0.764 -2.787 3.652
C48 -0.718 3.446 2.826
H27 -1.671 5.638 -3.112
C49 0.355 2.993 0.750
C50 -0.935 3.246 4.146
C51 -2.524 1.333 0.241
H28 3.501 -5.152 1.834
H29 0.807 4.636 -1.228
N4 1.022 -1.977 -0.705
H30 -4.307 0.168 7.040
H31 0.239 4.083 0.676
C52 4.078 0.025 -3.210
H32 -3.683 -3.076 3.417
C53 -0.070 -3.663 -4.678
N5 -0.270 -1.878 1.802
C54 -2.184 -0.912 2.955
C55 1.040 -1.733 -5.487
H33 3.385 -1.279 -1.568
H34 0.743 0.274 4.541
C56 1.485 2.693 -1.339
C57 -1.614 0.897 -1.999
C58 -3.758 5.464 -2.471
N6 0.877 2.220 -0.126
C59 0.465 -2.393 -4.409
O1 1.097 0.434 1.891
C60 2.902 2.155 -3.305

Entry from the OMol25 dataset: C60H42Cl4CoFGeO2P3 as an isolated structure (ωB97M-V with the def2-TZVPD basis set).

## Properties
- spin multiplicity = 2

Atoms and positions in Å:
C1 4.476 -4.020 -0.830
C2 2.096 5.039 1.477
C3 -1.307 -5.595 1.633
C4 4.392 -1.730 -1.550
H1 7.283 2.289 1.822
C5 -3.518 0.046 3.809
H2 0.219 5.859 0.822
H3 -4.314 -2.732 1.677
C6 -3.178 2.385 4.234
C7 0.870 -0.010 2.832
C8 3.205 -1.518 -0.853
C9 -4.139 -2.368 -3.947
C10 5.017 -2.970 -1.551
C11 -1.564 2.409 -1.886
C12 -1.646 -2.684 -2.780
H4 2.192 0.070 5.961
H5 -1.474 3.279 3.297
H6 -1.127 -6.535 2.138
Ge1 0.983 -2.192 0.756
C13 -2.183 3.559 -2.356
C14 2.354 0.808 -4.780
C15 2.460 -1.534 4.554
C16 -3.914 1.226 4.424
C17 3.296 -3.830 -0.122
C18 -2.671 -2.071 -2.057
C19 -3.124 -2.994 -4.649
C20 0.041 3.792 1.319
C21 2.650 -2.602 -0.139
C22 6.057 2.365 0.062
H7 2.037 2.837 -1.519
H8 -3.298 -3.348 -5.657
C23 -2.474 3.714 -3.715
C24 -2.045 2.370 3.432
H9 3.814 3.923 2.131
C25 2.168 2.273 -2.439
C26 -2.726 -4.136 0.364
C27 -4.369 0.188 -0.045
C28 -0.316 -4.625 1.597
H10 2.564 -2.956 2.970
H11 5.879 0.564 2.919
C29 -1.768 -3.122 0.367
C30 4.930 1.869 -0.583
H12 -2.093 -0.895 2.520
H13 -7.193 0.417 1.805
P1 -0.172 1.036 1.755
C31 -2.506 -5.359 0.983
Cl1 -3.236 5.162 -4.274
C32 0.693 2.643 1.773
O1 -0.585 0.347 -2.287
C33 -2.394 0.032 3.001
C34 1.918 2.884 -3.655
Cl2 -2.584 4.790 -1.202
C35 2.753 3.900 1.916
C36 2.153 -2.002 3.289
H14 -5.113 -2.230 -4.400
Cl3 -1.176 0.219 -5.202
C37 2.532 0.924 -2.385
H15 4.676 2.236 -1.569
C38 -1.216 1.389 -2.794
P2 2.582 0.242 -0.708
C39 6.404 1.904 1.321
Co1 -0.492 0.485 -0.419
H16 0.797 1.407 4.444
H17 5.936 -3.104 -2.107
C40 -5.546 0.716 0.459
F1 0.328 -1.287 -0.624
P3 -2.292 -1.475 -0.370
H18 -3.275 -6.120 0.953
C41 -0.515 -3.411 0.948
H19 -3.776 0.777 -0.740
C42 1.177 0.446 4.117
H20 -1.071 -3.623 -4.610
C43 -5.829 -1.238 1.821
H21 0.636 -4.836 2.074
C44 -1.876 -3.151 -4.061
H22 -4.091 -0.861 3.948
H23 2.388 0.224 -5.691
H24 1.794 2.618 -5.782
C45 -1.649 1.194 2.807
C46 2.015 2.150 -4.831
C47 1.350 -1.254 2.422
H25 -6.386 -1.791 2.567
H26 4.964 -4.986 -0.816
H27 3.881 -0.297 1.797
H28 -4.725 -1.433 -2.114
C48 -6.280 0.001 1.396
C49 1.964 -0.304 4.972
H29 -3.484 3.308 4.710
C50 -1.542 1.530 -4.137
C51 2.053 2.712 2.070
O2 -1.269 2.203 -0.610
C52 2.605 0.191 -3.562
H30 2.869 -4.662 0.428
H31 -5.872 1.696 0.137
C53 4.489 0.450 1.298
H32 2.818 -0.870 -3.535
H33 1.616 3.923 -3.683
C54 -4.656 -1.776 1.306
C55 -2.159 2.695 -4.604
C56 0.739 4.982 1.186
H34 -4.799 1.241 5.048
C57 -3.922 -1.079 0.351
H35 -3.666 -3.970 -0.149
H36 4.854 -0.906 -2.081
H37 2.590 1.835 2.400
C58 4.128 0.912 0.030
H38 2.639 5.967 1.354
C59 -3.917 -1.912 -2.653
H39 6.666 3.113 -0.430
H40 -0.660 -2.784 -2.345
C60 5.617 0.937 1.936
Cl4 -2.525 2.861 -6.285
H41 3.086 -2.124 5.212
H42 -0.996 3.750 1.019

The records above give, respectively, E_tot values of -4561.86842; -8886.57319 Ha.